No. 1
Molecular formula: C4H10N2O2
Method: DFT, ωB97M-V/def2-TZVPD

XYZ file:
```
18
Properties=species:S:1:pos:R:3:forces:R:3
C -1.646338 -0.767403 -0.398611 -2.58 -2.44 1.41
O -2.490718 -0.007258 0.126944 -0.61 1.49 0.47
C -0.321573 0.105208 -0.898783 3.22 1.36 -2.90
C 0.685854 0.213080 0.049272 -1.42 -0.52 0.67
C 1.990105 -0.435923 -0.212422 0.67 -0.26 0.49
N 2.976399 -0.182071 0.728187 -0.21 0.51 -0.07
O 2.200879 -1.108281 -1.191321 -0.05 -0.05 -0.50
N -0.794044 1.353763 -1.523968 -0.42 -0.21 0.89
H -2.051597 -1.222962 -1.328749 0.99 0.33 -0.62
H -1.337662 -1.580717 0.278978 0.83 -0.10 -0.22
H -0.292234 2.146308 -1.136997 0.03 -0.07 -0.04
H 0.104540 -0.508005 -1.700181 -0.43 -0.25 -0.03
H 0.429291 0.662137 1.003024 0.48 0.48 0.01
H -2.420454 -0.142373 2.885559 0.41 -0.23 -0.10
H 2.638695 0.358011 1.500483 0.14 0.31 0.34
H 3.883952 0.136131 0.393807 -0.30 -0.59 -0.01
H -1.760547 1.485719 -1.248974 -0.37 0.04 -0.05
H -1.794544 -0.505360 2.673755 -0.36 0.19 0.21
```
Forces are in eV/Å.

Values from the calculation:
Energy, Ha: -418.216958
M, g mol⁻¹: 118.14
Frontier orbital gap, eV: 6.6
LUMO level, Eh: -0.09426
Energy relative to the best compared isomer or geometry (same formula, charge and spin), kcal per mole: 153.12

=====

No. 2
Molecular formula: C5H8OS
Method: DFT, ωB97M-V/def2-TZVPD

XYZ file:
```
15
Properties=species:S:1:pos:R:3:forces:R:3
C 1.242356 -0.931495 1.115196 0.68 0.64 -0.82
C 0.837201 -0.351008 -0.230890 0.16 -0.85 0.79
C -0.306248 -1.096551 -0.898191 0.03 1.07 -0.54
S -1.683594 -0.196737 0.082798 0.21 0.52 -0.15
C -0.546155 1.339977 0.609672 0.15 -1.87 2.12
C 0.453282 1.027786 -0.419437 0.58 0.52 -1.06
O 1.843899 0.590221 -0.589610 -0.28 0.67 -0.84
H 1.861049 -0.195586 1.646442 -0.47 -0.23 0.11
H 1.916775 -1.756842 0.867347 -0.18 -0.16 0.21
H 0.389091 -1.268844 1.660672 -0.41 -0.32 0.61
H -0.345574 -0.829606 -1.964469 -0.33 -0.37 0.36
H -0.412414 -2.155246 -0.712370 0.10 -0.26 0.03
H -1.056192 2.262804 0.571119 -0.80 0.88 -0.41
H -0.269215 1.133859 1.674555 -0.05 0.20 -0.99
H 0.020174 1.303220 -1.409284 0.60 -0.45 0.59
```
Forces are in eV/Å.

Values from the calculation:
Energy, Ha: -668.605741
M, g mol⁻¹: 116.18
Frontier orbital gap, eV: 9.8
LUMO level, Eh: 0.02867
Energy relative to the best compared isomer or geometry (same formula, charge and spin), kcal per mole: 83.33
Structure (SMILES): C[C@@]12CSC[C@H]1O2

=====

No. 3
Molecular formula: C5H6F2O3
Method: DFT, ωB97M-V/def2-TZVPD

XYZ file:
```
16
Properties=species:S:1:pos:R:3:forces:R:3
O 2.506826 0.268507 0.883690 -1.14 -0.24 1.69
C 3.307408 0.490033 -0.232213 0.28 0.93 -2.06
C 1.092287 0.266463 0.689328 0.85 -0.36 -0.25
O 3.894382 1.584471 -0.210884 0.27 -0.22 0.26
O 3.276156 -0.369978 -1.134872 -0.18 -0.19 0.43
C 0.592518 -0.997620 0.104036 -0.20 -0.05 -0.25
H 0.803346 1.093209 0.028039 -0.13 -0.01 0.09
H 0.655910 0.420152 1.686692 0.12 0.06 -0.14
F 1.004752 -2.135457 0.702887 -0.17 0.09 -0.08
H 0.207672 -1.135561 -0.906023 0.31 -0.03 0.29
C -2.899366 -0.620170 -0.226916 -0.23 0.45 -0.07
C -2.915952 0.698158 -0.378067 0.34 -0.53 0.00
H -3.019608 -1.249602 -1.107783 0.08 0.18 0.29
H -2.783372 -1.083274 0.753947 0.02 0.18 -0.35
F -2.749194 1.532446 0.672436 -0.13 -0.10 -0.17
H -2.973768 1.238223 -1.324294 -0.08 -0.16 0.31
```
Forces are in eV/Å.

Values from the calculation:
Energy, Ha: -619.531445
M, g mol⁻¹: 152.10
Charge: -1
Frontier orbital gap (spin up / spin down), eV: 7.1 / 7.1
LUMO level (spin up / spin down), Eh: 0.11899 / 0.11857
<S²>: 0.754
Spin multiplicity: 2
Energy relative to the best compared isomer or geometry (same formula, charge and spin), kcal per mole: 12.95